# 1
The following is a DFT calculation (wB97M-V/def2-TZVPD) of C28H64Li2O25 as an isolated structure in a non-equilibrium geometry.

```
119
Properties=species:S:1:pos:R:3:forces:R:3
Li 19.908037 3.091570 -16.673368 -0.4 -0.6 -0.3
Li 18.471417 3.901232 -19.283357 0.0 -0.6 1.2
C 19.044892 7.196668 -16.925611 -0.8 -3.5 -0.2
C 18.399511 8.322891 -16.482595 3.2 2.3 -0.3
C 16.987409 8.255026 -16.003361 -3.0 3.7 1.9
O 16.280680 9.268606 -15.649347 2.3 0.0 -1.0
C 16.324116 7.091093 -15.795885 1.2 -5.0 -2.0
C 16.892097 5.884673 -16.328771 2.1 2.8 0.1
C 18.416371 5.894324 -16.975229 -0.6 2.6 0.5
O 18.917953 4.870527 -17.483518 -0.6 0.1 0.0
O 16.339224 4.794239 -16.298008 -1.3 -2.1 0.0
O 19.155752 9.383943 -16.482868 -2.5 -0.9 0.6
H 20.089991 7.277793 -17.185565 -0.1 0.0 -0.2
H 15.274580 7.012909 -15.553458 0.0 0.5 0.3
C 20.854302 -0.868977 -17.585491 0.1 5.6 2.5
C 20.662697 -1.533247 -18.738804 0.7 -4.9 -0.3
C 20.112178 -0.801108 -19.937770 0.7 -2.4 -5.1
O 20.041169 -1.304023 -21.140025 0.4 -0.3 3.2
C 19.792830 0.523896 -19.910895 0.0 2.3 2.5
C 19.875263 1.267813 -18.709752 1.8 -4.5 -1.4
C 20.640177 0.594613 -17.470959 -1.0 -2.2 -0.3
O 20.856919 1.311519 -16.459667 -0.4 -0.3 -0.9
O 19.437465 2.387879 -18.583157 -1.2 4.7 0.8
O 20.967906 -2.794553 -18.702215 -1.0 2.2 -1.5
H 21.251743 -1.355780 -16.707167 0.1 -0.2 -0.1
H 19.581788 0.934956 -20.887057 -0.4 0.4 0.2
C 25.779394 9.742327 -22.571527 0.0 0.6 0.9
O 25.261245 9.836441 -21.220413 0.4 -0.6 -1.0
C 25.212765 8.559077 -20.585184 -1.5 -0.1 -0.5
C 24.163403 8.562320 -19.445380 -0.1 0.1 -0.8
O 22.798854 8.699513 -19.876552 0.9 0.0 -0.6
C 21.881147 8.711319 -18.797361 0.4 0.0 0.3
H 26.802053 9.365191 -22.564986 0.1 -0.2 0.0
H 25.820364 10.745608 -22.995609 -0.1 0.1 0.3
H 25.176587 9.150325 -23.260188 -0.3 -0.3 0.3
H 26.187196 8.203097 -20.250726 0.3 0.4 0.6
H 24.953006 7.800136 -21.323173 -0.5 -0.1 -0.2
H 24.443450 9.402718 -18.810234 -0.2 -0.1 0.5
H 24.223818 7.593218 -18.950115 0.4 0.0 0.5
H 22.160886 9.483800 -18.081041 -0.3 0.3 0.1
H 21.878356 7.772377 -18.243738 0.2 -0.3 0.0
H 20.862490 8.852467 -19.158613 0.2 0.2 -0.2
C 22.423469 3.748845 -19.651373 -1.4 -0.6 1.5
O 22.294947 3.636440 -18.201991 1.0 0.4 -1.2
C 22.194676 4.893501 -17.621902 -1.8 0.5 0.7
C 22.143994 4.827473 -16.102123 1.5 -1.0 0.9
O 21.246458 3.868628 -15.514553 -0.1 1.2 -0.7
C 21.309380 3.805629 -14.099416 -0.8 0.1 -0.2
H 22.196781 2.716306 -19.917064 0.8 0.1 -0.8
H 23.324640 4.255589 -19.996616 0.5 -0.6 0.2
H 21.615565 4.348363 -20.070856 -0.4 0.2 0.2
H 21.258089 5.341380 -17.954032 -0.2 0.3 -0.3
H 22.990993 5.579766 -17.910006 0.4 0.0 0.1
H 22.061035 5.794254 -15.605584 -0.6 0.4 -0.4
H 23.150990 4.516385 -15.824140 0.3 -0.3 0.3
H 20.397075 3.321903 -13.750415 0.1 -0.6 -0.3
H 21.169891 4.779342 -13.629800 0.8 0.4 -0.1
H 22.189370 3.251500 -13.772839 0.1 0.2 0.1
C 19.957055 3.102406 -10.566479 0.7 0.6 -0.3
O 19.625892 4.483358 -10.568871 0.1 -0.5 0.4
C 18.265988 4.726010 -10.785554 -0.9 0.7 0.2
C 17.986108 6.230780 -10.839956 1.1 0.0 -1.7
O 18.899247 6.832844 -11.774516 -0.2 -0.3 0.2
C 18.674315 6.533001 -13.156058 0.1 0.6 0.5
H 19.837920 2.650331 -11.551128 -0.3 0.0 -0.2
H 19.423546 2.489500 -9.839957 -0.2 0.2 0.2
H 21.025913 3.079351 -10.354077 0.0 -0.2 0.2
H 17.637415 4.337374 -9.984330 0.0 -0.4 0.3
H 17.922252 4.264343 -11.711185 0.0 -0.1 -0.3
H 18.110791 6.745505 -9.887266 0.2 -0.1 0.0
H 16.992245 6.443612 -11.233700 -0.5 -0.4 0.3
H 17.681736 6.819917 -13.503283 -0.1 0.4 0.2
H 18.763415 5.494322 -13.474361 0.4 -0.4 0.4
H 19.449114 7.123032 -13.645595 -0.2 -0.1 -0.3
O 13.799250 10.853481 -16.235501 -0.5 0.3 -0.3
H 13.096034 10.661412 -15.615166 -0.1 0.0 0.1
H 14.470358 10.197140 -16.048258 0.8 -0.3 0.2
O 21.484952 11.056410 -15.515813 0.6 0.3 0.0
H 20.870362 10.336930 -15.660250 -0.5 -0.5 -0.2
H 20.937292 11.784658 -15.222630 0.0 0.0 0.1
O 18.183560 11.159931 -14.185324 0.2 0.4 0.9
H 18.217993 10.409766 -14.778887 -0.1 -0.3 -0.5
H 18.823418 11.776758 -14.540763 -0.2 0.0 0.0
O 16.246665 9.680897 -12.518420 0.1 0.2 0.5
H 15.841698 8.893744 -12.154228 -0.3 -0.3 0.0
H 16.237839 9.539289 -13.465049 0.1 0.1 -0.6
O 14.127630 4.317443 -17.685921 -0.7 -0.3 -0.9
H 14.029134 3.365397 -17.674288 -0.3 -0.3 0.2
H 14.884948 4.487224 -17.125680 0.7 0.4 0.9
O 16.480225 3.824146 -19.312973 0.9 0.0 -0.8
H 16.037489 3.788994 -20.160897 -0.2 0.0 -0.2
H 15.772425 3.774960 -18.670453 -0.3 0.3 0.5
O 18.646598 12.111001 -16.877859 -0.1 1.1 -0.4
H 19.270237 12.485390 -16.255659 0.1 0.2 -0.2
H 18.796527 11.166863 -16.829230 0.0 -1.0 0.1
C 14.938755 7.826667 -18.794622 0.5 -0.1 -0.2
O 13.732532 7.812997 -19.529963 -0.6 -0.6 -0.3
H 15.373247 6.831744 -18.697454 -0.5 -0.4 -0.1
H 15.712405 8.356072 -19.350768 0.0 0.6 0.4
H 14.773678 8.177691 -17.775980 0.2 0.4 -0.2
H 13.654207 8.545823 -20.145130 0.4 0.1 0.3
C 13.169760 8.228363 -13.072422 -0.9 0.6 -0.7
O 14.136415 7.591524 -12.334487 1.1 -0.7 1.1
H 13.387289 8.259879 -14.140024 0.3 0.2 -0.2
H 12.195265 7.747138 -12.989449 -0.3 -0.1 0.2
H 13.102759 9.244168 -12.682860 -0.1 0.1 -0.2
H 14.453493 6.794021 -12.764644 0.1 -0.3 -0.2
C 17.652946 2.174192 -14.661256 0.9 0.1 -0.9
O 17.906446 2.714894 -15.967197 0.4 -1.3 0.6
H 18.300041 1.301689 -14.571248 0.2 0.1 0.2
H 17.951000 2.954046 -13.960477 -0.3 -0.3 0.6
H 16.635935 1.808520 -14.519552 -0.2 0.4 0.0
H 17.348196 3.487304 -16.082710 -0.4 0.6 -0.3
C 14.577041 3.719799 -13.840199 0.5 0.6 -0.6
O 15.489846 4.820039 -13.556054 -1.2 -1.0 0.4
H 14.831065 2.811552 -13.293716 0.1 0.3 0.3
H 13.532398 3.993510 -13.692165 0.0 0.2 0.5
H 14.640187 3.476458 -14.900808 0.1 -0.1 -0.1
H 15.788984 5.105901 -14.422313 0.3 0.1 -0.3
```
Positions in Å, forces in eV/Å.

## Properties
* total charge: -2
* E_HOMO: -2.16 eV
* molar mass: 814.68 g/mol

---

# 2
The following is a DFT calculation (wB97M-V/def2-TZVPD) of C28H65Br3O39S11 as an isolated structure in a non-equilibrium geometry.

```
146
Properties=species:S:1:pos:R:3:forces:R:3
O 7.556192 4.508959 -0.360755 -0.1 -2.0 -0.9
S 7.657026 3.219671 -1.036464 0.9 -1.2 0.1
O 8.317730 2.046207 -0.404644 -1.3 3.0 -1.5
O 6.159148 2.762546 -1.460861 1.3 0.9 1.0
C 6.032536 1.477910 -2.062551 -1.9 -1.3 -0.9
C 5.017572 0.571786 -1.299159 0.2 0.4 0.0
C 8.350995 3.551294 -2.746373 -0.1 -0.2 1.0
H 6.950870 0.993584 -2.393134 0.3 0.1 0.9
H 5.529482 1.696324 -3.006012 0.0 0.1 -0.2
H 4.013757 0.934316 -1.524627 -0.1 0.1 0.0
H 5.089115 0.566709 -0.211556 0.5 0.2 0.0
H 5.024687 -0.472102 -1.611770 0.3 0.1 -0.2
H 9.310854 4.050322 -2.617594 -0.1 0.0 0.2
H 7.667809 4.200482 -3.292541 -0.1 0.0 0.3
H 8.503217 2.630458 -3.308127 -0.1 -0.1 0.3
O 4.659634 -4.671752 0.095366 -1.0 1.9 -0.7
S 3.902421 -3.679271 -0.676096 0.7 -1.3 -0.3
O 3.833332 -2.251828 -0.324404 0.4 -2.7 -0.9
O 4.506936 -3.803553 -2.227247 -0.7 0.8 1.1
C 4.527831 -5.079658 -2.931510 0.0 0.0 -0.8
C 4.677588 -4.732780 -4.440071 -0.3 0.0 1.1
C 2.208687 -4.342700 -0.865677 0.6 0.4 0.0
H 3.570029 -5.586168 -2.811056 0.1 -0.1 0.3
H 5.348648 -5.702367 -2.577189 -0.1 0.1 0.3
H 5.624973 -4.209570 -4.565952 -0.3 0.4 -0.2
H 3.765077 -4.181449 -4.666908 0.4 0.6 -0.3
H 4.683461 -5.568534 -5.139755 0.0 -0.4 0.5
H 1.552358 -3.625878 -0.374307 0.0 -0.1 -0.1
H 2.148106 -5.327411 -0.404704 0.2 0.2 0.1
H 2.000869 -4.414419 -1.932424 -0.1 0.2 0.2
O -2.592705 -0.212208 -2.943613 1.1 0.5 -2.2
S -1.904844 0.324565 -4.140468 1.8 0.4 1.2
O -1.509231 -0.493714 -5.269407 -1.3 -0.2 0.8
O -2.718082 1.599335 -4.655273 1.0 -0.9 0.5
C -3.902940 1.293231 -5.353388 -1.7 2.0 -1.7
C -4.271284 2.625067 -6.124405 0.4 -1.2 0.4
C -0.344170 1.189067 -3.696307 -1.3 -1.0 -0.1
H -4.708816 1.061511 -4.657308 0.1 -0.2 0.0
H -3.769009 0.518502 -6.108220 0.2 -0.2 0.3
H -4.428659 3.436052 -5.414051 -0.2 0.0 -0.1
H -5.144254 2.460734 -6.755888 -0.2 0.0 0.3
H -3.474812 2.897452 -6.817255 0.2 -0.1 0.2
H -0.687343 2.158719 -3.339611 0.6 0.0 0.2
H 0.292368 1.177871 -4.580020 -0.4 0.5 -0.2
H 0.170664 0.530204 -2.997289 -0.3 0.3 0.4
O -5.847575 -0.813902 0.938166 -0.7 -1.6 -0.7
S -6.195210 -2.214735 0.698486 -0.5 -0.2 1.3
O -6.461836 -3.015242 1.922990 0.5 1.3 -3.0
O -7.427750 -2.391861 -0.384536 1.8 -0.5 0.4
C -8.659048 -1.778013 -0.093749 -1.6 2.0 0.2
C -9.840946 -2.388944 -0.905107 1.6 -0.8 0.7
C -4.962502 -2.928298 -0.424993 -1.1 0.3 0.3
H -8.607715 -0.714808 -0.335186 0.3 0.1 -0.3
H -8.748504 -1.739753 0.992809 -0.7 -0.6 0.1
H -10.785931 -1.853433 -0.828332 0.2 0.0 0.4
H -9.907643 -3.420597 -0.558180 -0.6 0.0 -0.1
H -9.588918 -2.456589 -1.963586 0.2 0.2 0.0
H -5.340092 -3.895847 -0.754216 0.4 -0.3 0.6
H -4.018436 -2.884068 0.115949 0.0 -0.3 -0.3
H -4.985511 -2.329923 -1.335582 0.2 0.5 0.3
O -4.346281 2.223403 2.951657 2.4 -0.6 0.1
S -2.997164 1.657813 2.859399 0.1 -0.7 -0.2
O -1.994857 2.206158 1.953870 -1.3 -0.3 1.4
O -2.269908 1.554816 4.350739 -1.5 0.4 -1.7
C -3.172150 1.516567 5.464395 0.6 1.2 2.4
C -2.447096 2.243475 6.653267 -0.1 -0.8 -1.1
C -3.152664 -0.097269 2.492824 0.4 -0.1 0.5
H -3.414631 0.521152 5.837391 0.2 -0.4 -0.8
H -4.102142 2.066960 5.327259 0.1 -0.2 -0.7
H -2.660263 3.311139 6.620871 -0.1 -0.1 0.4
H -1.366774 2.127254 6.565413 0.0 -0.1 0.0
H -2.757987 1.719245 7.556445 -0.1 0.6 0.2
H -4.065383 -0.447573 2.973177 -0.2 0.0 -0.6
H -2.345016 -0.676232 2.941803 0.3 0.5 0.2
H -3.016422 -0.279294 1.427495 -0.7 0.3 0.0
C -1.547451 5.132096 -1.792700 0.7 0.0 -0.5
Br -2.148882 4.477906 -3.536454 0.0 0.0 0.9
Br -0.213215 6.504315 -2.165965 -0.2 0.0 0.3
Br -0.754990 3.775047 -0.606524 -0.5 0.7 -0.7
H -2.386613 5.614094 -1.295226 0.2 -0.3 0.0
C -1.912650 -3.852524 -2.678870 0.2 -1.1 1.7
C -2.173152 -3.525095 -4.087389 -0.4 2.3 -0.5
O -1.156337 -4.106168 -4.889232 1.2 -0.8 -0.9
S 0.190425 -4.467677 -4.052159 -0.8 -1.3 0.9
O 1.043772 -3.322984 -3.810135 -0.8 -1.4 -1.0
O 0.768654 -5.768884 -4.500644 -1.9 3.9 1.3
O -0.712539 -4.632539 -2.675395 1.5 -0.7 -0.1
H -2.707251 -4.474734 -2.265680 0.2 -0.3 0.1
H -1.857491 -2.983619 -2.023203 0.5 0.0 -0.2
H -2.093908 -2.440372 -4.154093 0.0 -0.1 -0.6
H -3.203356 -3.786298 -4.326808 0.4 -0.5 -0.9
C 6.189225 -0.197397 5.910142 0.2 0.3 0.7
C 4.755480 -0.650341 6.062655 -0.3 -1.4 -0.5
O 4.212498 -0.666391 4.721200 0.8 -0.3 -1.2
S 5.411557 -0.927431 3.589152 0.2 -0.3 -0.6
O 5.142723 -0.128884 2.382018 0.5 -1.7 3.2
O 5.734526 -2.344257 3.431015 -0.9 2.6 0.5
O 6.577770 -0.267736 4.549826 -1.0 0.2 -1.5
H 6.939973 -0.798222 6.422120 -0.4 0.0 0.4
H 6.115669 0.803818 6.335627 1.2 0.4 -0.7
H 4.168104 0.043386 6.662041 -0.1 -0.1 -0.3
H 4.702003 -1.645477 6.503783 -0.3 0.0 -0.2
C 3.211704 5.115232 0.184170 1.0 -0.1 -0.4
C 3.873358 5.669651 1.420197 0.3 0.8 1.2
O 3.887262 4.649344 2.434208 -0.8 -2.2 -0.1
S 3.050001 3.245716 2.004887 1.5 2.5 -0.6
O 1.998986 2.946509 2.959058 1.4 0.6 -1.7
O 4.017765 2.232906 1.648293 -1.7 1.3 0.3
O 2.444340 4.019541 0.642958 -0.9 -1.8 1.1
H 3.948568 4.798610 -0.555369 0.2 -0.5 0.2
H 2.620012 5.838081 -0.377185 -0.6 -0.1 0.6
H 3.370115 6.509147 1.901011 -0.5 0.0 -0.3
H 4.891877 6.028242 1.271855 0.1 -0.5 -0.3
C -0.204099 -1.132966 5.060067 0.6 -0.3 0.0
C 0.314316 -2.187897 4.043068 -0.6 -0.3 0.2
O 0.681830 -3.346060 4.780137 1.2 -0.6 2.6
S 0.939120 -3.042711 6.410707 0.2 2.6 -1.4
O 2.284731 -2.526173 6.743384 -3.1 -0.9 -1.3
O 0.400527 -4.093669 7.193383 0.1 0.2 -0.4
O -0.213471 -1.787000 6.330546 1.7 -1.1 0.8
H -1.224118 -0.777621 4.919700 0.1 -0.2 -0.3
H 0.473045 -0.279317 5.018164 0.0 0.1 0.4
H 1.197511 -1.878733 3.485624 -0.3 0.3 -0.1
H -0.498032 -2.571552 3.426259 0.2 0.4 -0.4
C -3.853372 1.956991 -1.041287 0.7 -1.9 1.1
C -4.319902 3.112622 -0.184271 0.5 -0.5 0.5
O -5.323578 3.761857 -0.960490 -1.3 0.6 -0.4
S -5.933294 2.699382 -2.059961 0.4 2.2 0.0
O -6.444316 3.364381 -3.256211 1.5 -1.2 2.3
O -6.774389 1.790402 -1.350583 0.5 -0.1 -0.5
O -4.433958 2.182512 -2.282428 -1.1 -0.9 -2.6
H -4.144876 0.968141 -0.682549 -0.6 0.1 0.2
H -2.773750 1.820135 -1.097851 0.0 0.7 -0.6
H -3.434767 3.725932 -0.015224 -0.6 0.7 0.0
H -4.686049 2.752529 0.775889 -0.3 0.3 -0.2
C 0.794471 0.955908 0.708713 0.0 0.0 1.6
C 1.717853 -0.305468 0.995875 -0.2 2.6 -1.9
O 0.841255 -1.394975 0.833915 -1.3 -1.3 0.1
S -0.304688 -1.108838 -0.305800 1.8 -0.4 -0.2
O -1.514873 -1.897958 0.004492 2.7 2.4 -0.5
O 0.388825 -1.262673 -1.588528 -1.9 0.2 2.0
O -0.384689 0.470263 0.075345 -1.6 -2.0 -1.5
H 1.265262 1.720901 0.091739 0.1 -0.3 -0.2
H 0.327767 1.444918 1.564051 0.7 0.0 0.4
H 2.298937 -0.270100 1.916159 -0.6 -0.4 0.2
H 2.430772 -0.228892 0.174448 0.2 -0.8 0.1
```
Positions in Å, forces in eV/Å.

## Properties
* E_HOMO: -10.56 eV
* molar mass: 1618.24 g/mol